Entry A
The following is a quantum chemistry calculation of a single CH2N2P2 molecule, from OMol25.

ORCA input file:
```
! RIJCOSX wB97M-V def2-TZVPD def2/J DEFGRID3
* xyz 0 1
C 0.82406 -0.47539 0.55386
N 1.51487 0.04105 -0.30846
N 0.16794 1.37992 -1.40430
P -1.17316 1.27796 -0.72004
P -1.08385 -0.12915 0.93330
H 1.25181 -1.20698 1.13424
H -1.50168 -0.88741 -0.18860
*
```

Highest occupied orbital energy (spin up / spin down)   -0.3243 / -0.3319 hartree
E_LUMO (spin up / spin down)   -0.9365 / -1.1535 eV
M   103.99 g/mol


Entry B
The following is a quantum chemistry calculation of a molecular structure, CH2N2P2, from OMol25.

ORCA input file:
```
! RIJCOSX wB97M-V def2-TZVPD def2/J DEFGRID3
* xyz 0 1
C -0.30574 0.75673 0.93117
N 0.52474 0.21137 0.17484
N 1.79798 -0.05603 2.53758
P 0.62084 1.01405 2.59335
P 1.49663 -0.48155 -0.75379
H -0.85190 1.56534 0.53041
H 2.01479 -0.88165 1.51582
*
```

Highest occupied orbital energy   -0.2969 hartree
E_LUMO   -0.9842 eV
M   103.99 g/mol


entry B ends up most stable, edging out the next structure by 12.6 kcal/mol.


Entry A
The following is a quantum chemistry calculation of 2 unconnected molecules or ions with the total composition C2H8N2, from OMol25.

ORCA input file:
```
! RIJCOSX wB97M-V def2-TZVPD def2/J DEFGRID3
* xyz 0 1
H 3.48863 -5.11765 -0.21628
N 3.18787 -4.39618 0.43588
C 2.57200 -3.43674 -0.13418
N 2.09935 -2.41870 0.65153
H 2.66168 -3.21236 -1.19557
H 1.50536 -1.77371 0.19966
H 2.32043 -2.45608 1.62534
C -3.57721 4.61760 -0.18740
H -3.50593 3.53151 -0.31861
H -2.86555 4.85757 0.58507
H -3.25722 4.92884 -1.19121
H -4.62941 4.87590 -0.25422
*
```

Highest occupied orbital energy   -0.3369 hartree
E_LUMO   1.1035 eV
SMILES string   [H]/N=C/N.C
M   60.10 g/mol


Entry B
The following is a quantum chemistry calculation of a molecular structure, C2H8N2, from OMol25.

ORCA input file:
```
! RIJCOSX wB97M-V def2-TZVPD def2/J DEFGRID3
* xyz 0 1
N 2.08179 0.04380 0.94490
C 0.55279 0.19388 0.70084
C -0.40933 0.00506 -0.66884
N -1.77857 -0.27289 -0.35038
H 2.44302 -0.82441 0.57864
H 1.40262 0.73136 0.06211
H 0.29813 1.03381 1.42014
H 0.22247 -0.78532 1.18042
H -0.29535 0.90269 -1.44569
H -0.05280 -0.95492 -1.26749
H -2.17944 -0.53019 -1.20541
H -2.28534 0.45713 0.05075
*
```

Highest occupied orbital energy   -0.3190 hartree
E_LUMO   0.9479 eV
M   60.10 g/mol


Entry C
The following is a quantum chemistry calculation of 2 unconnected molecules or ions with the total composition C2H8N2, from OMol25.

ORCA input file:
```
! RIJCOSX wB97M-V def2-TZVPD def2/J DEFGRID3
* xyz 0 1
H -1.82875 1.63706 -0.94674
N -1.71827 1.04709 -0.11744
C -1.05785 0.01469 -0.42688
N -0.81155 -1.03056 0.48174
H -0.54964 -0.11029 -1.38222
H 0.13076 -0.95408 0.84762
H -1.48107 -0.93420 1.23856
C 2.78178 0.00099 0.01608
H 2.47217 1.02734 -0.17120
H 3.84419 -0.09010 -0.20390
H 2.61006 -0.29181 1.04404
H 2.28851 -0.66223 -0.69059
*
```

Highest occupied orbital energy   -0.3673 hartree
E_LUMO   0.9817 eV
SMILES string   [H]/N=C/N.C
M   60.10 g/mol


Entry D
The following is a quantum chemistry calculation of a single C2H8N2 molecule, from OMol25.

ORCA input file:
```
! RIJCOSX wB97M-V def2-TZVPD def2/J DEFGRID3
* xyz 0 1
N 0.79148 0.70664 1.46853
C 0.46231 -0.39708 0.55386
C -0.35534 0.30252 -0.44168
N -1.36892 -0.55144 -1.22241
H 1.42853 1.38706 1.03951
H 1.35518 0.39669 2.26186
H 1.21188 -1.12714 0.10381
H -0.12405 -1.10770 1.02750
H 0.38901 0.79965 -1.14811
H -0.98571 1.06224 -0.04175
H -0.89055 -1.34656 -1.58794
H -1.91382 -0.12488 -2.01318
*
```

Highest occupied orbital energy   -0.3315 hartree
E_LUMO   1.1964 eV
SMILES string   NCCN
M   60.10 g/mol


entry C ends up most stable, edging out the next structure by 6.6 kcal/mol.


Entry A
The following is a quantum chemistry calculation of a single C22H24N2O3 molecule, from OMol25.

ORCA input file:
```
! RIJCOSX wB97M-V def2-TZVPD def2/J DEFGRID3
* xyz 0 1
C 5.78202 5.57071 -0.31065
C 4.91995 5.27977 -1.53596
O 3.55326 5.11864 -1.21595
C 3.12852 3.96509 -0.62656
C 3.89707 2.82738 -0.40550
C 3.34053 1.70663 0.18208
C 2.00630 1.69003 0.57505
N 1.43931 0.54964 1.16602
C 0.00357 0.37421 1.20065
C -0.21339 -1.09788 1.60014
C -0.51302 -1.95354 0.36199
O 0.30832 -2.72124 -0.09876
N -1.72548 -1.77930 -0.21207
C -2.84641 -1.03084 0.30472
C -3.86057 -2.00420 0.90741
C -4.22650 -3.06210 -0.09789
C -5.41378 -3.77268 0.03064
C -5.75752 -4.74953 -0.88376
C -4.91131 -5.02486 -1.94571
C -3.72839 -4.32431 -2.08011
C -3.37371 -3.34406 -1.16062
C -2.08068 -2.59687 -1.35487
C 1.11845 -1.50811 2.22309
C 2.12016 -0.45233 1.79447
O 3.30975 -0.49303 2.00072
C 1.23507 2.83048 0.35076
C 1.78865 3.94567 -0.24083
H 5.75294 4.74034 0.39045
H 6.81069 5.73871 -0.61768
H 5.41384 6.45972 0.19537
H 4.93800 6.13804 -2.21399
H 5.29719 4.40480 -2.07972
H 4.93569 2.78796 -0.69265
H 3.95417 0.83767 0.34715
H -0.44372 1.04714 1.94525
H -0.41958 0.60471 0.21781
H -1.03216 -1.20275 2.31385
H -2.52978 -0.29502 1.04090
H -3.30928 -0.49787 -0.53407
H -4.75369 -1.46610 1.23056
H -3.42165 -2.48346 1.78860
H -6.07199 -3.55148 0.85886
H -6.68301 -5.29383 -0.77084
H -5.17293 -5.78586 -2.66531
H -3.06316 -4.53632 -2.90450
H -1.25861 -3.29801 -1.52189
H -2.16477 -1.95546 -2.24420
H 1.08215 -1.54970 3.31175
H 1.44976 -2.47824 1.84864
H 0.19729 2.86427 0.64283
H 1.19244 4.82739 -0.41568
*
```

Highest occupied orbital energy   -0.2884 hartree
E_LUMO   0.4779 eV
SMILES string   CCOc1ccc(N2C[C@@H](C(=O)N3CCc4ccccc4C3)CC2=O)cc1
M   364.44 g/mol


Entry B
The following is a quantum chemistry calculation of a single C22H24N2O3 molecule, from OMol25.

ORCA input file:
```
! RIJCOSX wB97M-V def2-TZVPD def2/J DEFGRID3
* xyz 0 1
C -2.21027 1.53848 -5.24687
C -1.73141 1.41804 -3.80640
C -0.79634 0.23153 -3.63869
O -0.32221 -0.38553 -4.56952
N -0.54417 -0.11743 -2.35035
C 0.38585 -1.21095 -2.08844
C 1.16995 -0.94705 -0.83995
C 0.96244 -1.63127 0.30623
C 1.67735 -1.33996 1.50715
C 1.46923 -2.04371 2.70047
C 2.18237 -1.71598 3.83688
O 2.06419 -2.33170 5.04440
C 1.15599 -3.39941 5.16677
C 3.11705 -0.66784 3.78684
C 3.33092 0.03103 2.62579
C 2.61609 -0.29560 1.47018
N 2.80772 0.37554 0.29383
C 2.15464 0.13371 -0.89585
O 2.41712 0.80176 -1.87853
C -1.07825 0.55440 -1.21783
C -0.50487 1.75114 -0.80569
C -0.94197 2.39826 0.33834
C -0.31259 3.68070 0.78999
C -1.98140 1.82560 1.06292
C -2.56798 0.64800 0.64383
C -2.13178 -0.01066 -0.49947
C -2.78147 -1.28703 -0.94101
H -1.35616 1.59560 -5.91598
H -2.79595 0.66565 -5.52494
H -2.82239 2.42851 -5.37236
H -2.57736 1.31387 -3.12310
H -1.18233 2.31770 -3.51917
H 1.04838 -1.25854 -2.95946
H -0.15603 -2.16020 -2.00128
H 0.23273 -2.42937 0.33438
H 0.74247 -2.84045 2.69938
H 0.12862 -3.07724 4.96865
H 1.41487 -4.22519 4.49632
H 1.23462 -3.73613 6.19904
H 3.66065 -0.43191 4.68741
H 4.05292 0.83353 2.59780
H 3.49319 1.12166 0.27138
H 0.30607 2.16180 -1.38872
H 0.54743 3.92723 0.17310
H -1.03083 4.49760 0.72485
H 0.00875 3.60263 1.82770
H -2.33553 2.31178 1.96050
H -3.38329 0.22504 1.21364
H -2.69252 -1.41496 -2.01751
H -3.83513 -1.29049 -0.67020
H -2.30939 -2.14219 -0.45643
*
```

Highest occupied orbital energy   -0.2968 hartree
E_LUMO   0.1634 eV
SMILES string   CCC(=O)N(Cc1cc2cc(OC)ccc2[nH]c1=O)c1cc(C)ccc1C
M   364.44 g/mol


entry B ends up most stable, edging out the next structure by 7.0 kcal/mol.


Entry A
The following is a quantum chemistry calculation of a single CH5PS2 molecule, from OMol25.

ORCA input file:
```
! RIJCOSX wB97M-V def2-TZVPD def2/J DEFGRID3
* xyz 0 1
C -1.43907 0.53539 0.26465
P 0.58902 -0.02341 -0.55551
S 1.90267 1.38431 -0.53049
S 1.08701 -1.71557 0.60319
H -1.08013 1.09178 1.08709
H -1.92219 1.07377 -0.48468
H -1.96347 -0.41958 0.53691
H 0.67555 -0.83626 -1.77861
H 2.15063 -1.09043 0.85745
*
```

Highest occupied orbital energy   -0.3294 hartree
E_LUMO   0.2240 eV
SMILES string   C[P@@H](=S)S
M   112.16 g/mol


Entry B
The following is a quantum chemistry calculation of 2 unconnected molecules or ions with the total composition CH5PS2, from OMol25.

ORCA input file:
```
! RIJCOSX wB97M-V def2-TZVPD def2/J DEFGRID3
* xyz 0 1
C 1.12877 -0.45120 -0.18680
P 0.07049 0.78635 0.88236
S -3.17102 -0.57127 -0.17910
S -0.73784 1.88322 -0.56716
H 0.43438 -0.63323 -0.96557
H 1.55819 -1.32236 0.37870
H 1.84014 0.26199 -0.53574
H 1.16164 1.53390 1.71354
H -2.28476 -1.48739 -0.54026
*
```

Highest occupied orbital energy (spin up / spin down)   -0.3404 / -0.3210 hartree
E_LUMO (spin up / spin down)   -2.1563 / -2.1822 eV
M   112.16 g/mol


entry A ends up most stable, edging out the next structure by 44.5 kcal/mol.


Entry A
The following is a quantum chemistry calculation of a single CH5PS2 molecule, from OMol25.

ORCA input file:
```
! RIJCOSX wB97M-V def2-TZVPD def2/J DEFGRID3
* xyz 0 1
C 1.53861 0.86011 -0.92931
S 0.35007 0.44571 0.56129
P -0.71042 -1.42175 1.35132
S -2.39020 -1.79696 0.15146
H 1.20376 0.79740 -1.95210
H 1.78898 1.94733 -0.79141
H 2.50464 0.20706 -0.93700
H -1.25382 -0.51555 2.19487
H -3.03163 -0.52336 0.35089
*
```

Highest occupied orbital energy   -0.3196 hartree
E_LUMO   0.0416 eV
SMILES string   CSPS
M   112.16 g/mol


Entry B
The following is a quantum chemistry calculation of a single CH5PS2 molecule, from OMol25.

ORCA input file:
```
! RIJCOSX wB97M-V def2-TZVPD def2/J DEFGRID3
* xyz 0 1
C -0.64796 1.13480 -1.08997
P -0.71995 -0.55011 -0.34045
S 1.11387 -0.33616 1.03739
S 0.61725 -1.37980 2.75379
H -0.82145 1.96124 -0.31719
H -1.46215 1.12679 -1.73441
H 0.31537 1.20864 -1.75762
H -0.07491 -0.92125 -1.49842
H 1.67994 -2.24414 2.94688
*
```

Highest occupied orbital energy   -0.3198 hartree
E_LUMO   0.4653 eV
SMILES string   CPSS
M   112.16 g/mol


Entry C
The following is a quantum chemistry calculation of 2 unconnected molecules or ions with the total composition CH5PS2, from OMol25.

ORCA input file:
```
! RIJCOSX wB97M-V def2-TZVPD def2/J DEFGRID3
* xyz 0 1
P 4.74556 0.35181 0.19438
S 2.97512 -0.46253 -0.14757
H 4.89660 0.04361 1.68181
C -2.56800 -0.01194 -0.35658
S -0.96510 0.87599 -0.05082
H -2.92337 0.37876 -1.20597
H -3.37580 0.08941 0.34927
H -2.51514 -1.00321 -0.60042
H -0.26987 -0.26191 0.13589
*
```

Highest occupied orbital energy   -0.3313 hartree
E_LUMO   -1.7309 eV
SMILES string   P=S.CS
M   112.16 g/mol


entry B ends up most stable, edging out the next structure by 10.1 kcal/mol.